10
Properties=species:S:1:pos:R:3 method="wB97M-V/def2-TZVPD" orbital_gap_ev=9.14 homo_ha=-0.317 de_lowest_kcal_mol=56.0
N 1.865 0.293 -0.152
C 0.655 -0.295 -0.279
C -1.329 0.095 0.026
N -0.376 0.418 -0.824
N -2.455 0.580 0.317
H 2.703 -0.264 -0.089
H 1.918 1.287 -0.328
H -3.049 -0.038 0.861
H 0.706 -1.384 -0.357
H -0.639 -0.692 0.826

64
Properties=species:S:1:pos:R:3 method="wB97M-V/def2-TZVPD" orbital_gap_ev=6.91 homo_ha=-0.210 charge=-1
N 3.804 -5.095 1.301
C 4.572 -4.373 2.300
C 3.767 -3.490 3.275
O 4.272 -3.720 4.615
C 3.891 -2.010 2.987
Nb 2.563 -1.216 1.320
S 0.331 -1.726 2.517
O -0.679 -0.866 1.912
O 0.532 -1.382 3.910
C -0.364 -3.490 2.482
F 0.357 -4.294 1.701
F -0.375 -3.949 3.749
C -1.830 -3.576 1.983
F -2.655 -2.756 2.625
F -2.255 -4.849 2.156
F -1.878 -3.337 0.662
H 2.964 -5.502 1.677
H 3.618 -4.546 0.481
H 5.291 -3.735 1.804
H 5.104 -5.108 2.894
H 2.705 -3.748 3.300
H 3.936 -4.582 4.882
H 4.936 -1.801 2.760
H 3.634 -1.420 3.864
H 2.382 -2.832 0.477
H 1.642 -0.388 -0.021
H 2.613 0.383 2.187
H 4.047 -0.882 0.349
C 0.285 3.032 0.123
C 1.812 3.170 0.178
C 2.419 4.429 0.802
F 1.977 5.574 0.231
F 3.765 4.396 0.647
F 2.325 2.963 -1.059
F 2.212 2.136 0.955
O -0.446 3.416 -1.042
C -0.776 4.721 -1.280
C 0.010 5.339 -2.445
F 1.332 5.137 -2.335
F -0.212 6.679 -2.477
F -0.684 5.469 -0.157
F -2.079 4.738 -1.645
H 0.117 1.957 0.171
H -0.180 3.437 1.021
H 2.196 4.463 1.872
H -0.329 4.898 -3.385
C -3.678 -0.969 -3.115
C -2.584 -0.224 -2.332
C -2.991 0.581 -1.092
F -3.957 1.492 -1.351
F -1.913 1.245 -0.637
F -1.876 0.546 -3.190
F -1.737 -1.184 -1.878
O -4.292 -0.356 -4.248
C -5.310 0.558 -4.129
C -4.890 1.989 -4.503
F -3.763 2.368 -3.883
F -5.879 2.845 -4.155
F -5.880 0.495 -2.910
F -6.261 0.198 -5.022
H -3.162 -1.823 -3.549
H -4.427 -1.390 -2.445
H -3.345 -0.087 -0.302
H -4.726 2.048 -5.582

20
Properties=species:S:1:pos:R:3 method="wB97M-V/def2-TZVPD" orbital_gap_ev=7.48 homo_ha=-0.133 charge=-1 de_lowest_kcal_mol=9.1
C 1.859 -0.302 -0.683
C 0.675 -0.982 -0.010
C 1.013 -1.388 1.403
O -0.118 -1.867 2.106
N -0.600 -0.209 0.008
C -0.444 1.219 0.412
O -0.251 2.072 -0.617
H 1.949 0.718 -0.295
H 1.760 -0.220 -1.765
H 2.800 -0.773 -0.363
H 0.306 -1.847 -0.563
H 1.753 -2.180 1.453
H 1.487 -0.549 1.916
H -0.852 -1.343 1.736
H -0.948 -0.183 -0.946
H -1.357 1.486 0.988
H 0.379 1.221 1.157
H -1.169 1.772 -1.696
H -2.589 1.187 -1.637
O -1.860 1.201 -2.265

12
Properties=species:S:1:pos:R:3 method="wB97M-V/def2-TZVPD" orbital_gap_ev=10.56 smiles="O=C[C@H]1CN=CO1" homo_ha=-0.364 de_lowest_kcal_mol=28.8
O -2.165 0.233 1.068
C -1.703 -0.254 0.064
C -0.375 0.175 -0.545
C 0.541 0.947 0.421
N 1.662 0.036 0.676
C 1.463 -0.973 -0.058
O 0.364 -1.019 -0.860
H -2.233 -1.055 -0.487
H -0.579 0.698 -1.487
H 0.916 1.880 -0.008
H 0.011 1.180 1.350
H 2.098 -1.849 -0.134

93
Properties=species:S:1:pos:R:3 method="wB97M-V/def2-TZVPD" orbital_gap_ev="5.22 / 3.27" homo_ha="-0.379 / -0.452" charge=+2 spin_multiplicity=5 de_lowest_kcal_mol=55.2
Pd -0.818 -0.157 1.801
N -0.915 -0.408 4.184
N 0.265 0.376 4.354
C 0.272 1.608 3.617
O 1.132 2.414 3.867
O -0.678 1.688 2.737
H -1.717 0.076 4.585
H -0.794 -1.287 4.674
H 0.591 0.488 5.306
C -1.770 -3.862 -3.879
C -0.640 -2.954 -4.279
C -0.155 -2.929 -5.581
C 0.881 -2.088 -5.955
C 1.464 -1.249 -5.016
C 1.003 -1.254 -3.711
C -0.046 -2.097 -3.348
N -0.509 -2.127 -1.998
C -0.768 -1.066 -1.214
N -0.776 0.149 -1.769
C -0.794 1.390 -1.086
C 0.360 1.816 -0.417
C 0.436 3.114 0.067
C -0.642 3.966 -0.081
C -1.791 3.543 -0.737
C -1.875 2.261 -1.264
C -3.085 1.818 -2.044
N -1.216 -1.248 0.040
C -0.836 -2.373 0.790
C 0.532 -2.743 0.840
C 0.940 -3.844 1.555
C -0.005 -4.622 2.220
C -1.353 -4.298 2.140
C -1.801 -3.201 1.418
C -3.278 -2.978 1.249
H -2.210 -4.328 -4.756
H -2.553 -3.311 -3.354
H -1.416 -4.658 -3.217
H -0.601 -3.580 -6.321
H 1.250 -2.101 -6.971
H 2.285 -0.603 -5.291
H 1.476 -0.626 -2.966
H -0.735 -3.034 -1.618
H -0.809 0.185 -2.779
H 1.336 3.437 0.572
H -0.577 4.974 0.305
H -2.622 4.226 -0.862
H -3.958 2.408 -1.768
H -3.305 0.761 -1.888
H -2.924 1.962 -3.115
H 1.239 -2.146 0.279
H 1.985 -4.121 1.576
H 0.301 -5.496 2.778
H -2.085 -4.936 2.620
H -3.758 -3.901 0.926
H -3.487 -2.207 0.510
H -3.746 -2.708 2.199
C 8.114 0.986 1.035
C 6.681 1.111 0.620
C 5.723 0.200 1.047
C 4.402 0.250 0.629
C 3.563 -0.937 0.982
C 3.949 1.326 -0.191
C 2.640 1.618 -0.595
O 1.438 0.946 -0.350
C 4.953 2.246 -0.661
C 4.611 3.336 -1.632
C 6.258 2.130 -0.232
H 8.361 -0.045 1.284
H 8.312 1.596 1.920
H 8.777 1.328 0.242
H 6.027 -0.609 1.702
H 3.824 -1.307 1.970
H 3.785 -1.733 0.266
H 2.499 -0.724 0.947
H 2.476 2.522 -1.162
H 4.017 4.113 -1.141
H 4.035 2.959 -2.479
H 5.510 3.805 -2.024
H 6.984 2.857 -0.577
N -3.552 0.209 1.987
C -4.526 1.148 2.053
C -5.323 1.291 3.216
C -6.356 2.189 3.218
C -6.616 2.970 2.080
C -5.822 2.841 0.930
C -4.780 1.955 0.914
H -3.615 -0.530 2.675
H -3.299 -0.075 1.045
H -5.139 0.671 4.084
H -6.983 2.288 4.092
H -7.434 3.678 2.090
H -6.043 3.431 0.052
H -4.150 1.841 0.041

87
Properties=species:S:1:pos:R:3 method="wB97M-V/def2-TZVPD" orbital_gap_ev="7.19 / 7.13" homo_ha="-0.265 / -0.269" spin_multiplicity=2 de_lowest_kcal_mol=0.0
Ti -0.713 0.721 -0.903
O -2.535 0.235 -0.999
C -3.281 -0.859 -0.971
C -4.659 -0.758 -0.765
C -5.441 -1.898 -0.711
C -4.879 -3.160 -0.884
C -3.523 -3.266 -1.119
C -2.705 -2.133 -1.164
C -1.289 -2.310 -1.419
N -0.436 -1.351 -1.433
N 0.863 -1.710 -1.793
C 1.654 -0.683 -1.637
O 1.301 0.441 -1.117
C 3.040 -0.795 -2.162
C 3.628 -2.031 -2.411
C 4.915 -2.094 -2.920
C 5.616 -0.926 -3.193
C 5.029 0.308 -2.949
C 3.746 0.375 -2.429
H -5.085 0.228 -0.636
H -6.504 -1.804 -0.530
H -5.498 -4.046 -0.841
H -3.073 -4.240 -1.272
H -0.928 -3.316 -1.629
H 3.068 -2.932 -2.203
H 5.375 -3.056 -3.106
H 6.620 -0.979 -3.595
H 5.574 1.220 -3.158
H 3.280 1.329 -2.217
Cl -3.900 2.335 1.406
C -4.216 3.630 0.233
Cl -3.320 3.429 -1.271
H -3.921 4.570 0.683
H -5.275 3.613 0.007
C -1.591 0.637 -4.101
C -0.668 1.795 -3.857
C -0.103 2.493 -4.947
C 0.782 3.497 -4.704
C 1.103 3.856 -3.376
C 2.041 4.873 -3.087
C 2.315 5.176 -1.783
C 1.648 4.509 -0.741
C 0.715 3.521 -0.973
S -0.146 2.778 0.364
C 0.463 3.158 -2.330
N -0.395 2.121 -2.610
H -1.817 0.540 -5.161
H -2.521 0.762 -3.545
H -1.129 -0.294 -3.762
H -0.368 2.200 -5.953
H 1.250 4.036 -5.520
H 2.529 5.388 -3.904
H 3.039 5.943 -1.540
H 1.860 4.781 0.285
C -0.739 -2.191 4.994
Si -2.232 -2.284 3.861
C -2.979 -4.002 3.947
C -3.496 -0.995 4.360
C -1.753 -1.931 2.078
Te -0.556 -0.171 1.862
C 1.320 -1.165 2.011
Si 2.726 -0.127 2.747
C 3.859 -1.335 3.632
C 3.674 0.784 1.423
C 2.060 1.105 3.992
H -1.056 -2.252 6.037
H -0.200 -1.250 4.868
H -0.040 -3.010 4.813
H -3.244 -4.267 4.972
H -2.278 -4.754 3.578
H -3.886 -4.065 3.342
H -3.878 -1.176 5.367
H -4.346 -0.996 3.673
H -3.058 0.006 4.348
H -2.654 -1.760 1.486
H -1.204 -2.749 1.607
H 1.568 -1.541 1.016
H 1.136 -2.019 2.667
H 4.257 -2.085 2.944
H 3.333 -1.857 4.433
H 4.709 -0.812 4.076
H 4.123 0.104 0.697
H 4.479 1.359 1.887
H 3.026 1.473 0.877
H 1.611 0.612 4.857
H 1.307 1.763 3.551
H 2.877 1.735 4.352

Respective strongest force on any atom values: 3.5; 2.2; 1.5; 0.7; 1.7; 0.9 eV/Å.